Version P
This record from the OMol25 dataset describes C29H19BrF4NOPS3Zr as an isolated structure. The level of theory is ωB97M-V/def2-TZVPD.

Element x y z (Å)
Zr1 -0.7288 -1.1355 0.3914
S1 3.2426 -3.2594 0.0978
C1 3.6065 -1.8822 1.0339
C2 2.5742 -0.9803 1.1096
C3 1.4369 -1.3870 0.3836
C4 1.6499 -2.6273 -0.2216
C5 0.6111 -3.2648 -0.9912
C6 0.6138 -4.6141 -1.3752
C7 -0.4623 -5.1186 -2.0765
C8 -1.4980 -4.2584 -2.4497
C9 -1.4485 -2.9407 -2.0432
N1 -0.4407 -2.4463 -1.3014
H1 4.5767 -1.8019 1.4886
H2 2.6395 -0.0556 1.6691
H3 1.4460 -5.2382 -1.0824
H4 -0.5034 -6.1656 -2.3369
H5 -2.3230 -4.6061 -3.0491
H6 -2.2306 -2.2349 -2.3298
F1 -4.2461 5.4568 -0.9998
C10 -3.2945 4.5569 -0.8855
C11 -1.9667 4.8931 -1.1593
F2 -1.6551 6.1062 -1.5695
C12 -0.9659 3.9308 -0.9989
F3 0.2993 4.2855 -1.2029
C13 -1.2572 2.6223 -0.6138
P1 0.0462 1.3275 -0.3169
C14 1.4022 1.7798 -1.4334
C15 2.6857 2.1120 -1.0132
C16 3.6392 2.4348 -1.9637
C17 3.3334 2.3870 -3.3145
C18 2.0646 2.0070 -3.7350
C19 1.0964 1.7037 -2.7971
C20 0.3933 1.8315 1.4226
C21 1.0013 3.0417 1.7555
C22 1.1783 3.3847 3.0879
C23 0.7642 2.5231 4.0918
C24 0.1396 1.3235 3.7720
C25 -0.0634 0.9864 2.4436
C26 -2.5955 2.3086 -0.3757
Br1 -3.0625 0.5161 0.1818
C27 -3.6069 3.2536 -0.4819
F4 -4.8560 2.9124 -0.2220
H7 2.9405 2.1148 0.0365
H8 4.6295 2.7258 -1.6501
H9 4.0970 2.6320 -4.0390
H10 1.8354 1.9500 -4.7887
H11 0.0930 1.4308 -3.1115
H12 1.3348 3.7105 0.9764
H13 1.6308 4.3326 3.3392
H14 0.9099 2.7892 5.1277
H15 -0.1933 0.6614 4.5576
H16 -0.6034 0.0462 2.1923
C28 -3.0574 -5.4632 2.2627
O1 -1.9582 -4.6237 2.5981
C29 -1.7646 -3.4866 2.0094
S2 -2.7360 -2.8544 0.7722
S3 -0.4231 -2.5816 2.5464
H17 -2.8065 -6.4304 2.6911
H18 -3.1820 -5.5408 1.1816
H19 -3.9814 -5.0819 2.7064

The charge is +2. Its spin multiplicity is 1. The HOMO-LUMO gap is 6.8692 eV.

Version Q
This record from the OMol25 dataset describes C29H19BrF4NOPS3Zr as an isolated structure. The level of theory is ωB97M-V/def2-TZVPD.

Element x y z (Å)
Zr1 -1.1208 -1.1589 -0.6417
S1 -2.3945 -5.5122 -0.3212
C1 -3.8890 -4.7107 -0.2156
C2 -3.7667 -3.3619 -0.3430
C3 -2.4294 -2.9338 -0.5723
C4 -1.5577 -4.0252 -0.5886
C5 -0.1218 -4.0002 -0.8376
C6 0.6721 -5.1409 -0.9101
C7 2.0122 -5.0242 -1.2149
C8 2.5646 -3.7665 -1.4522
C9 1.7456 -2.6739 -1.3485
N1 0.4363 -2.7776 -1.0363
H1 -4.7925 -5.2794 -0.0527
H2 -4.6177 -2.6974 -0.2872
H3 0.2315 -6.1136 -0.7402
H4 2.6307 -5.9100 -1.2782
H5 3.6065 -3.6476 -1.7100
H6 2.1232 -1.6745 -1.5206
F1 -3.4806 4.9273 -4.0027
C10 -2.6551 4.0963 -3.4094
C11 -1.2865 4.2829 -3.4744
F2 -0.7856 5.2982 -4.1423
C12 -0.4359 3.3869 -2.8398
F3 0.8668 3.6008 -2.9803
C13 -0.8986 2.3036 -2.0989
P1 0.2637 1.1302 -1.3078
C14 -0.4269 0.7260 0.3298
C15 0.6879 -0.0875 1.0501
C16 0.1668 -1.2401 1.9771
C17 -1.3940 0.1274 2.9876
C18 -1.6885 1.4107 2.3234
C19 -1.2277 1.6781 1.1027
C20 1.8145 1.9745 -0.9442
C21 3.0089 1.4629 -1.4445
C22 4.2111 2.0673 -1.1023
C23 4.2116 3.1788 -0.2732
C24 3.0155 3.6901 0.2215
C25 1.8133 3.0874 -0.1047
C26 -2.2842 2.1253 -2.1035
Br1 -3.1788 0.5939 -1.3588
C27 -3.1500 2.9955 -2.7282
F4 -4.4577 2.7852 -2.7031
H7 1.4813 -0.4027 0.3689
H8 0.7689 -2.1417 2.0301
H9 -1.9699 -0.0367 3.8947
H10 -2.3037 2.1264 2.8528
H11 -1.4967 2.6194 0.6344
H12 2.9988 0.6160 -2.1208
H13 5.1415 1.6776 -1.4926
H14 5.1472 3.6552 -0.0125
H15 3.0229 4.5589 0.8661
H16 0.8843 3.4816 0.2903
C28 0.4919 -0.0296 5.4903
O1 0.3494 -0.9324 4.3862
C29 0.1125 -0.3353 3.1963
S2 1.3890 0.8104 2.4942
S3 -1.6629 -1.4100 1.8879
H17 0.6794 -0.6438 6.3639
H18 -0.4174 0.5554 5.6437
H19 1.3407 0.6381 5.3228

The charge is +2. Its spin multiplicity is 1. The HOMO-LUMO gap is 6.8640 eV.

On energetic grounds, version P is preferred over the next structure by 308.3 kJ/mol.

Version P
This record from the OMol25 dataset describes C4H7N3 in the gas phase. The level of theory is ωB97M-V/def2-TZVPD.

Element x y z (Å)
C1 -0.2662 -0.3782 -1.2697
C2 -0.6257 -0.9611 -0.1178
C3 0.5863 1.4643 0.0244
C4 0.8902 0.6123 -1.1813
N1 0.1971 0.9010 1.0891
N2 0.0142 -0.5903 1.0433
N3 -0.6386 -1.0931 2.1766
H1 -0.5201 -0.5794 -2.2783
H2 -1.3089 -1.7463 -0.1088
H3 0.6353 2.4510 0.0963
H4 1.9336 0.1724 -0.8256
H5 0.9423 1.0836 -2.1035
H6 -1.6053 -0.8594 2.2950
H7 -0.1925 -0.7486 3.0248

Its spin multiplicity is 3. The HOMO-LUMO gap (spin up / spin down) is 5.3431 / 7.1695 eV. As for the expectation value of S²: 2.02.

Version Q
This record from the OMol25 dataset describes C4H7N3 in the gas phase. The level of theory is ωB97M-V/def2-TZVPD.

Element x y z (Å)
C1 1.3499 0.3254 -1.2818
C2 -1.2431 -0.4242 -0.0088
C3 -0.0309 -1.0928 0.7223
C4 0.6626 0.9375 -0.1880
N1 2.0999 0.0789 -2.0999
N2 -0.8267 0.9192 -0.4203
N3 0.8715 0.0822 1.0105
H1 -1.6772 -0.9640 -0.7937
H2 -1.8907 -0.1889 0.7888
H3 -0.3927 -1.4498 1.6818
H4 0.4981 -1.9123 0.2140
H5 0.9724 1.9770 -0.0816
H6 -1.1861 1.0594 -1.4235
H7 0.7930 0.6525 1.8802

Its spin multiplicity is 3. The HOMO-LUMO gap (spin up / spin down) is 4.3616 / 6.8619 eV. As for the expectation value of S²: 2.01.

On energetic grounds, version Q is preferred over the next structure by 20.6 kJ/mol.